Formula: C6H15B
Source: the Open Molecules 2025 dataset
Level of theory: ωB97M-V/def2-TZVPD

**LUMO energy**: 0.8 eV
**Relative energy (zero: lowest compared OMol25 entry of this formula, charge and spin)**: 42.4 kcal/mol
**Frontier orbital gap**: 11.17 eV
**Structure (SMILES)**: CB[C@@H](C)C(C)C

Each line ends with the natural charge from an NBO analysis.
CARTESIAN COORDINATES (ANGSTROEM)
1 C -2.74458 0.79835 0.51396  -1.00
2 B -1.13362 0.84551 0.40656  0.70
3 C -0.22160 -0.47688 0.35783  -0.58
4 C -0.76978 -1.80788 -0.21103  -0.60
5 C 1.20486 -0.31724 -0.05466  -0.19
6 C 1.43606 0.52565 -1.28664  -0.62
7 C 2.20197 0.23322 1.04643  -0.60
8 H -3.27902 1.66006 0.95907  0.23
9 H -3.01492 0.03733 1.14343  0.23
10 H -3.28480 0.40349 -0.40685  0.25
11 H -0.66635 1.85734 0.51256  -0.11
12 H -0.10798 -0.72639 1.35398  0.24
13 H -0.06782 -2.58263 -0.09451  0.20
14 H -1.33828 -1.79408 -1.23319  0.21
15 H -1.56351 -2.12174 0.43533  0.20
16 H 1.42539 -1.29408 -0.32576  0.19
17 H 0.78248 0.34826 -2.16794  0.21
18 H 1.31487 1.65336 -1.04349  0.21
19 H 2.42338 0.11306 -1.56354  0.21
20 H 3.00504 0.68514 0.35868  0.21
21 H 1.77172 0.95131 1.64536  0.20
22 H 2.53723 -0.45538 1.75850  0.21

Formula: C6H15B
Source: the Open Molecules 2025 dataset
Level of theory: ωB97M-V/def2-TZVPD

**LUMO energy**: 0.4 eV
**Relative energy (zero: lowest compared OMol25 entry of this formula, charge and spin)**: 45.4 kcal/mol
**Frontier orbital gap**: 10.47 eV
**Structure (SMILES)**: BC(C)(C)C(C)C

Each line ends with the natural charge from an NBO analysis.
CARTESIAN COORDINATES (ANGSTROEM)
1 B -1.41418 -0.74143 -0.72863  0.52
2 C -0.45105 0.40022 -0.18410  -0.41
3 C -1.10043 1.53196 0.66623  -0.59
4 C -0.11176 1.06550 -1.61102  -0.61
5 C 0.78534 -0.16170 0.50111  -0.19
6 C 0.31286 -1.01004 1.72179  -0.60
7 C 1.68815 -1.03401 -0.36404  -0.59
8 H -2.51679 -0.72013 -0.20344  -0.09
9 H -1.18255 -1.61538 -1.45391  -0.10
10 H -0.24957 2.10396 1.07371  0.21
11 H -1.76372 1.24687 1.59881  0.21
12 H -1.67993 2.13949 0.04452  0.20
13 H 0.06974 0.31245 -2.29630  0.21
14 H 0.72845 1.89524 -1.64663  0.23
15 H -1.08227 1.50612 -1.96547  0.20
16 H 1.56881 0.46136 0.87439  0.20
17 H -0.16531 -1.86024 1.32890  0.19
18 H 1.20435 -1.40730 2.17211  0.21
19 H -0.32040 -0.43694 2.29664  0.21
20 H 1.14786 -1.72996 -0.88632  0.20
21 H 2.16060 -0.41437 -1.16308  0.20
22 H 2.37182 -1.53168 0.22472  0.20

Formula: C6H15BF2N3Pt
Source: the Open Molecules 2025 dataset
Level of theory: ωB97M-V/def2-TZVPD

**2S+1**: 3
**LUMO energy (alpha / beta)**: -2.6 / -4.6 eV
**Total charge**: +1
**Frontier orbital gap (alpha / beta)**: 8.99 / 8.94 eV

Each line ends with the Löwdin spin population.
CARTESIAN COORDINATES (ANGSTROEM)
1 Pt 0.47042 0.48548 -1.59054  1.30
2 C 1.69644 0.05348 1.06667  0.01
3 C 0.43749 0.80090 1.49144  0.01
4 N -0.34059 1.33892 0.34113  0.16
5 C -1.80457 1.08771 0.41893  0.01
6 C -2.30450 0.07006 -0.62260  0.02
7 N -1.25128 -0.89503 -0.99338  0.02
8 C -0.83567 -1.80084 0.09834  0.00
9 C 0.67296 -2.05004 0.09466  0.01
10 N 1.46527 -0.81824 -0.10223  0.16
11 H 2.46957 0.76309 0.77086  0.00
12 H 2.07818 -0.51797 1.91810  0.00
13 H -0.21648 0.14778 2.06494  0.00
14 H 0.72558 1.61083 2.16333  0.00
15 H -0.16432 2.33113 0.23990  0.00
16 H -2.04488 0.75590 1.42933  0.00
17 H -2.33733 2.02539 0.26724  0.00
18 H -3.19685 -0.42706 -0.23022  0.00
19 H -2.58928 0.58644 -1.53887  0.01
20 H -1.56125 -1.43043 -1.79581  0.01
21 H -1.15155 -1.36426 1.04328  0.00
22 H -1.34760 -2.76216 0.02513  0.00
23 H 0.96320 -2.55041 1.02331  0.00
24 H 0.92740 -2.71602 -0.73011  0.00
25 H 2.36484 -1.06377 -0.50153  0.01
26 F 3.17493 1.41467 -2.36367  0.04
27 B 1.94045 1.80490 -2.05560  0.19
28 F 1.75940 3.11954 -1.93202  0.03

Formula: C6H15BN3
Source: the Open Molecules 2025 dataset
Level of theory: ωB97M-V/def2-TZVPD

**LUMO energy**: -3.2 eV
**Total charge**: +1
**Relative energy (zero: lowest compared OMol25 entry of this formula, charge and spin)**: 86.7 kcal/mol
**Frontier orbital gap**: 8.69 eV

Each line ends with the natural charge from an NBO analysis.
CARTESIAN COORDINATES (ANGSTROEM)
1 B -0.28478 0.99362 -1.23595  0.53
2 C -1.20463 -1.69939 1.24583  0.03
3 C -1.56243 -0.63357 1.95864  -0.17
4 C -0.23497 0.05761 0.09811  0.07
5 C 0.01548 -2.26536 -0.81673  -0.40
6 C 2.12335 0.55819 -2.04408  -0.42
7 C -0.42398 1.69817 2.11994  -0.42
8 N -0.30493 -1.30370 0.20609  -0.48
9 N 0.76544 1.12382 -2.04439  -0.77
10 N -1.08999 0.61052 1.34763  -0.42
11 H -1.12867 1.74509 -1.26279  -0.05
12 H -1.43114 -2.80123 1.35967  0.27
13 H -2.40308 -0.47930 2.77130  0.27
14 H 1.25504 0.36792 0.84111  0.04
15 H -0.63772 -3.10983 -0.62604  0.22
16 H -0.05926 -1.95256 -1.83522  0.22
17 H 1.20292 -2.64037 -0.83555  0.21
18 H 2.51325 0.41247 -3.07156  0.23
19 H 2.88277 1.30756 -1.64080  0.22
20 H 2.15566 -0.34520 -1.43944  0.21
21 H -0.49423 2.62593 1.59303  0.24
22 H -0.79029 1.84016 3.14645  0.25
23 H 0.70509 1.31096 2.12795  0.25
24 H 0.44756 1.64319 -2.87357  0.42
25 H -2.01646 0.93530 0.91036  0.45

Formula: C6H15BiClI2N2O2P
Source: the Open Molecules 2025 dataset
Level of theory: ωB97M-V/def2-TZVPD

**LUMO energy (alpha / beta)**: -11.0 / -11.1 eV
**Total charge**: +2
**Relative energy (zero: lowest compared OMol25 entry of this formula, charge and spin)**: 0.0 kcal/mol
**Frontier orbital gap (alpha / beta)**: 5.29 / 5.13 eV

Each line ends with the natural charge from an NBO analysis.
CARTESIAN COORDINATES (ANGSTROEM)
1 I -0.25393 -2.95113 -0.03049  -0.05
2 I -0.24082 2.91359 0.02273  0.03
3 Bi 0.51655 0.02222 0.03912  1.26
4 P 0.16463 0.00205 -2.62985  1.15
5 C -1.51026 -0.01516 -3.30594  -0.98
6 C 1.06047 1.46097 -3.19365  -0.99
7 H 2.00346 -1.54629 -2.60178  0.28
8 H 1.34989 -1.34778 -4.24888  0.30
9 H 0.49824 -2.35719 -3.03348  0.28
10 C 1.08304 -1.44361 -3.18951  -0.99
11 H 1.99234 1.56721 -2.62415  0.29
12 H 1.30703 1.37626 -4.25911  0.30
13 H -1.48083 -0.01691 -4.40354  0.30
14 H -2.06180 0.87042 -2.96965  0.28
15 H 0.47205 2.36930 -3.01905  0.28
16 H -2.04317 -0.91059 -2.96594  0.28
17 C -2.40579 0.02418 -0.04305  0.48
18 O -3.52450 0.01024 0.12294  -0.40
19 Cl 3.03002 0.02553 -0.02521  -0.34
20 C 0.94714 0.62541 4.78225  -0.42
21 N -0.15640 -0.29553 4.51049  -0.55
22 C -0.53477 -0.54388 3.25268  0.81
23 N -1.62886 -1.30997 2.99442  -0.80
24 O 0.12515 0.02410 2.31931  -0.77
25 H 1.30419 0.96954 3.81119  0.23
26 H 1.75047 0.10480 5.31124  0.23
27 H 0.58821 1.47702 5.36779  0.23
28 H -0.65114 -0.73598 5.28712  0.43
29 H -1.70940 -1.68421 2.04408  0.41
30 H -2.01260 -1.85260 3.78122  0.43

Formula: C6H15ClNPS
Source: the Open Molecules 2025 dataset
Level of theory: ωB97M-V/def2-TZVPD

**2S+1**: 3
**LUMO energy (alpha / beta)**: 0.6 / -2.6 eV
**Frontier orbital gap (alpha / beta)**: 7.40 / 6.24 eV

Each line ends with the Löwdin spin population.
CARTESIAN COORDINATES (ANGSTROEM)
1 C -2.34123 -0.40939 -0.35073  0.02
2 C -0.59931 -0.99282 -2.10714  0.01
3 C 2.54759 -0.54470 -0.01313  0.01
4 C 1.26706 1.24929 1.41856  0.03
5 C -0.94654 -0.17358 -0.84190  0.01
6 C 1.24175 0.33225 0.15133  0.02
7 N 0.07503 -0.53722 0.18413  0.20
8 P -0.18334 -2.03006 0.96415  0.57
9 S -2.24438 2.47350 1.93124  0.91
10 Cl 0.83932 -1.69515 2.63665  0.13
11 H -3.06462 -0.14942 -1.12863  0.00
12 H -2.35925 -1.57062 -0.01667  0.01
13 H -2.55481 0.34267 0.32853  0.00
14 H -0.60540 -2.18040 -1.89230  0.00
15 H 0.34611 -0.80783 -2.40386  0.00
16 H -1.46468 -0.77441 -2.76914  0.00
17 H 3.30738 0.21391 -0.36979  0.00
18 H 2.87605 -1.19624 0.78156  0.00
19 H 2.24932 -1.32526 -0.67582  0.01
20 H 0.97687 0.75611 2.43065  0.00
21 H 0.47503 1.98727 1.07088  0.02
22 H 2.16750 1.75163 1.42972  0.00
23 H -0.83732 0.83508 -0.88076  0.00
24 H 1.26444 1.04826 -0.81458  0.00
25 H -2.43254 3.39712 0.93704  0.04

Formula: C6H15ClNS2
Source: the Open Molecules 2025 dataset
Level of theory: ωB97M-V/def2-TZVPD

**LUMO energy**: -6.3 eV
**Total charge**: +1
**Relative energy (zero: lowest compared OMol25 entry of this formula, charge and spin)**: 40.7 kcal/mol
**Frontier orbital gap**: 6.83 eV

Each line ends with the natural charge from an NBO analysis.
CARTESIAN COORDINATES (ANGSTROEM)
1 C 3.96617 -0.16600 0.11366  -0.63
2 C 2.78142 0.75268 0.59528  -0.42
3 C 1.59865 -0.12142 0.07585  -0.39
4 C 0.28275 0.60014 0.39766  -0.38
5 C -0.93383 -0.02326 -0.36272  -0.16
6 C -2.15319 0.70464 0.18779  0.08
7 N -0.89477 -0.26399 -1.81386  -0.79
8 S -4.90740 -1.43205 -0.13060  -0.35
9 S -2.75548 0.33754 1.82641  0.27
10 Cl -3.03904 1.71353 -0.84522  0.23
11 H 4.98863 0.24953 0.07451  0.23
12 H 4.20627 -1.11668 0.61778  0.22
13 H 3.81579 -0.58856 -0.82916  0.20
14 H 2.66808 1.77473 0.04240  0.22
15 H 2.98083 0.75493 1.69635  0.24
16 H 1.59022 -0.30719 -1.05198  0.20
17 H 1.50588 -1.16463 0.43134  0.23
18 H 0.20231 0.50132 1.42990  0.23
19 H 0.21235 1.74378 0.23108  0.21
20 H -1.18529 -1.04115 0.21252  0.25
21 H -1.72309 0.05185 -2.31292  0.39
22 H -0.01606 0.07876 -2.13904  0.39
23 H -5.76459 -2.10221 -0.94232  0.19
24 H -4.38120 -2.57262 0.43821  0.17
25 H -3.04541 1.63631 2.05710  0.18

Formula: C6H15ClOSi
Source: the Open Molecules 2025 dataset
Level of theory: ωB97M-V/def2-TZVPD

**LUMO energy**: -0.9 eV
**Relative energy (zero: lowest compared OMol25 entry of this formula, charge and spin)**: 81.9 kcal/mol
**Frontier orbital gap**: 7.05 eV

Each line ends with the natural charge from an NBO analysis.
CARTESIAN COORDINATES (ANGSTROEM)
1 C -0.29632 1.03419 -2.30471  -0.59
2 C 1.67079 1.16039 -0.94744  -0.62
3 C 0.95773 -1.14768 -1.65215  -0.59
4 C 0.07171 -1.69962 2.45014  -0.24
5 C -1.66193 1.05650 1.60736  -1.24
6 C 0.44895 0.23525 -1.18630  -0.51
7 O 0.30500 -0.99554 1.20175  -0.92
8 Si -0.28699 0.37577 0.51857  2.04
9 Cl -3.46140 -1.10013 2.21040  -0.70
10 H -0.66853 1.98616 -1.96394  0.21
11 H 0.42594 1.25373 -3.09754  0.20
12 H -1.01512 0.49662 -2.71888  0.21
13 H 2.04646 1.09397 0.05375  0.20
14 H 1.30488 2.13535 -1.17869  0.22
15 H 2.46382 0.92334 -1.69724  0.23
16 H 0.26335 -1.96853 -1.66370  0.23
17 H 1.42384 -0.95436 -2.59583  0.21
18 H 1.75303 -1.39678 -1.06291  0.22
19 H 0.42739 -2.68027 2.39188  0.19
20 H -0.93875 -1.83016 2.67994  0.23
21 H 0.63574 -1.23852 3.20183  0.17
22 H -2.50326 0.24874 1.89647  0.32
23 H -1.14778 1.05916 2.55059  0.26
24 H -2.21858 1.95242 1.30666  0.27

Formula: C6H15ClSSi
Source: the Open Molecules 2025 dataset
Level of theory: ωB97M-V/def2-TZVPD

**LUMO energy**: 0.8 eV
**Relative energy (zero: lowest compared OMol25 entry of this formula, charge and spin)**: 0.0 kcal/mol
**Frontier orbital gap**: 9.48 eV
**Structure (SMILES)**: CCSC[SiH2][C@H](Cl)CC

Each line ends with the natural charge from an NBO analysis.
CARTESIAN COORDINATES (ANGSTROEM)
1 C -3.08902 -0.89620 -1.75366  -0.62
2 C -2.20183 0.24098 -1.27912  -0.53
3 S -1.58648 0.06572 0.41153  0.20
4 C -0.52565 -1.40137 0.25246  -1.02
5 Si 0.95979 -1.24355 1.39781  1.15
6 C 2.30895 -0.18531 0.59875  -0.59
7 Cl 3.59680 0.04530 1.85114  -0.08
8 C 1.88191 1.14671 -0.00794  -0.42
9 C 1.44482 2.19459 1.00659  -0.61
10 H -3.93139 -1.03931 -1.07701  0.22
11 H -2.54164 -1.83756 -1.80678  0.21
12 H -3.47937 -0.68676 -2.75114  0.21
13 H -1.35726 0.39519 -1.95461  0.20
14 H -2.76170 1.17779 -1.24972  0.23
15 H -1.09108 -2.30185 0.49806  0.24
16 H -0.20261 -1.49465 -0.78640  0.24
17 H 0.52025 -0.66195 2.68249  -0.16
18 H 1.53460 -2.58494 1.64419  -0.16
19 H 2.79421 -0.79343 -0.16634  0.23
20 H 1.04902 0.92850 -0.68467  0.21
21 H 2.69418 1.53514 -0.62652  0.21
22 H 0.80825 1.76492 1.78129  0.21
23 H 2.30385 2.64835 1.49895  0.22
24 H 0.87143 2.98368 0.52065  0.21

These records have M values of 98.00; 98.00; 373.09; 140.02; 676.41; 199.69; 200.78; 166.72; 182.79 g mol⁻¹, in the order they appear.